{"formula": "C11H16B3BrO4Ti", "method": "ωB97M-V/def2-TZVPD", "e_homo_ev": -13.54, "gap_ev": 3.28, "e_tot_ev": -115030.474, "charge": 2, "elements": ["O", "C", "C", "B", "O", "B", "C", "C", "C", "Br", "O", "B", "C", "C", "C", "C", "C", "C", "O", "H", "H", "H", "H", "H", "H", "H", "H", "H", "H", "H", "H", "H", "H", "H", "H", "Ti"], "xyz": [[4.581057, -0.505725, 1.138969], [4.184333, -0.988624, -0.231125], [3.572019, 0.115178, -1.036453], [1.999523, 0.097495, -0.783473], [1.181036, 1.052465, -1.273608], [0.049868, 1.410330, -0.499396], [-0.961098, 2.492506, -0.911916], [-1.534706, 3.270890, 0.284923], [-2.583455, 4.268895, -0.158856], [-3.268069, 5.273030, 1.333666], [-0.086772, 0.643864, 0.664355], [0.161396, -0.690065, 0.431296], [-0.894330, -1.789350, 0.440045], [-1.886842, -1.855857, 1.434149], [-2.865135, -2.831764, 1.382122], [-2.885184, -3.739707, 0.325677], [-1.911512, -3.688779, -0.668977], [-0.915489, -2.726661, -0.605926], [1.532088, -0.923753, 0.045898], [4.650035, 0.466849, 1.161297], [3.418612, -1.785330, -0.074434], [5.069922, -1.458995, -0.651604], [3.946772, 1.108135, -0.762524], [3.848500, -0.007307, -2.085946], [-1.789236, 1.946009, -1.387435], [-0.561858, 3.156785, -1.679977], [-0.742923, 3.785185, 0.832935], [-1.991871, 2.558763, 0.973223], [-3.422483, 3.772793, -0.642343], [-2.174189, 4.988022, -0.865956], [-1.900808, -1.129216, 2.238740], [-3.630488, -2.883863, 2.145072], [-3.663621, -4.489798, 0.267447], [-1.926247, -4.385373, -1.495807], [-0.159263, -2.694203, -1.383060], [3.560418, -1.832824, 2.099002]], "forces_ev_per_a": [[-0.40, -0.18, 0.03], [1.28, -0.08, -0.50], [-0.75, -0.15, 0.05], [0.30, 0.28, -0.37], [-0.03, -0.08, 0.25], [0.22, 0.03, 0.13], [-0.03, 0.18, 0.09], [-0.09, -0.17, -0.01], [0.14, -0.01, -0.35], [-0.08, 0.05, 0.13], [-0.53, -0.28, -0.37], [-0.08, 0.45, 0.27], [0.11, -0.40, 0.30], [0.02, 0.15, -0.18], [-0.07, -0.15, -0.14], [0.16, 0.02, -0.10], [-0.03, 0.14, 0.07], [0.06, -0.12, 0.24], [-0.10, 0.03, 0.31], [0.17, -0.01, 0.03], [0.17, -0.05, 0.16], [0.11, 0.17, 0.08], [0.22, -0.08, 0.01], [-0.12, -0.01, -0.02], [0.02, -0.01, -0.07], [0.05, 0.00, 0.00], [0.00, 0.04, -0.03], [0.02, 0.05, 0.11], [-0.05, 0.00, 0.10], [0.02, 0.04, 0.07], [0.01, 0.01, -0.03], [0.03, 0.03, 0.01], [0.01, 0.03, 0.05], [-0.08, -0.04, 0.02], [-0.01, 0.00, 0.00], [-0.66, 0.12, -0.37]]}